No. 1
DFT (ωB97M-V/def2-TZVPD) results for a structure of composition C2H7AlO6P.

XYZ file:
```
17
Properties=species:S:1:pos:R:3:forces:R:3
Al 9.022 27.441 4.201 -1.17 0.90 0.45
C 9.577 30.103 1.056 -0.36 -0.59 2.15
O 10.005 29.210 2.018 0.12 -0.73 -0.21
H 8.669 29.785 0.544 -0.33 -0.41 -0.86
H 9.212 30.987 1.579 -0.02 1.08 -0.08
H 10.335 30.418 0.339 0.39 0.09 -0.56
P 6.257 27.406 6.291 0.31 -1.43 0.25
O 6.056 27.551 7.771 -0.27 0.77 0.97
O 6.839 28.595 5.551 1.19 0.43 -0.88
O 4.932 26.909 5.646 -0.26 -0.18 -0.35
O 7.171 26.139 6.114 0.36 0.09 -0.95
C 10.440 25.786 0.753 0.94 0.00 0.76
O 10.568 25.943 2.185 -0.42 -0.35 -0.78
H 11.440 25.928 0.342 -0.02 0.51 -0.43
H 10.205 24.759 0.474 -0.63 -0.10 0.09
H 9.728 26.516 0.368 0.17 -0.08 0.19
H 10.967 25.129 2.502 0.00 -0.03 0.23
```
Positions in Å, forces in eV/Å.

Values from the calculation:
Net charge = -2
Spin multiplicity = 2
E_HOMO (spin up / spin down) = -0.894 / -0.825 eV
Frontier orbital gap (spin up / spin down) = 5.82 / 5.75 eV
⟨S²⟩ = 0.77

***

No. 2
DFT (ωB97M-V/def2-TZVPD) results for a structure of composition C23H22I2N4NiS.

XYZ file:
```
53
Properties=species:S:1:pos:R:3:forces:R:3
Ni -0.190 1.042 0.551 -1.10 -0.42 -0.77
I 4.332 0.817 1.298 -0.95 0.37 0.74
C 3.009 1.996 2.565 -0.27 -0.31 -0.73
I 0.865 1.273 2.990 1.50 0.52 0.15
H 2.895 2.944 2.027 -0.20 -0.32 0.44
H 3.454 2.095 3.554 -0.25 -0.09 -0.15
N -1.876 3.888 0.309 1.08 0.05 0.04
C -2.721 2.769 0.201 -0.89 1.04 -0.06
C -4.102 3.097 0.244 0.88 0.08 -0.15
C -5.004 2.079 0.316 0.08 -0.91 0.10
C -4.537 0.744 0.171 -0.89 0.77 0.23
C -3.195 0.535 0.013 -0.68 -1.46 -0.46
N -2.279 1.516 0.079 1.30 0.73 0.69
C -0.500 3.966 0.147 0.06 -0.83 -0.24
C 0.083 5.253 0.098 0.12 -0.87 0.10
C 1.347 5.371 -0.436 -0.13 -1.25 0.16
C 2.107 4.211 -0.772 -0.85 0.31 -0.05
C 1.488 2.994 -0.541 1.29 -0.79 -0.28
N 0.242 2.828 -0.053 -0.79 2.30 -0.25
H -2.287 4.835 0.272 -0.14 -1.23 0.19
H -4.382 4.149 0.205 -0.08 -0.31 0.29
H -6.051 2.281 0.509 0.02 -0.02 -0.28
H -5.269 -0.070 0.185 0.56 0.23 -0.11
H -2.881 -0.495 -0.247 0.34 0.84 0.48
H -0.457 6.098 0.524 0.00 -0.06 -0.54
H 1.686 6.358 -0.619 0.73 0.67 0.00
H 3.103 4.289 -1.222 -0.55 -0.15 0.25
H 1.979 2.008 -0.767 -0.11 1.22 0.26
N 0.085 -0.870 0.459 -0.44 0.71 0.84
S 1.311 -1.598 -0.292 0.69 -0.62 -1.81
C 1.701 -3.071 0.626 0.06 -0.99 0.67
C 0.766 -3.928 1.251 -0.68 0.84 -0.52
C 1.184 -4.813 2.222 -0.15 -0.90 0.07
C 2.523 -4.906 2.602 -0.08 0.61 -0.34
C 3.449 -4.145 1.904 0.58 -0.27 -0.31
C 3.062 -3.297 0.868 -0.89 1.03 0.32
C 0.424 -2.130 -1.768 -0.10 -1.24 -0.31
C -0.244 -1.183 -2.567 0.72 -0.87 0.94
C -1.108 -1.662 -3.525 -0.43 0.35 -0.04
C -1.402 -3.025 -3.633 -0.13 0.58 -0.83
C -0.608 -3.934 -2.986 -0.12 -1.90 0.69
C 0.313 -3.508 -2.038 0.85 0.92 -0.09
H 0.010 -1.306 1.357 -0.40 -0.34 0.68
H -0.300 -3.907 0.980 0.52 0.16 0.14
H 0.467 -5.526 2.636 0.13 0.45 0.02
H 2.832 -5.535 3.432 -0.06 0.00 -0.24
H 4.505 -4.225 2.142 -0.11 0.00 -0.05
H 3.730 -2.656 0.311 0.55 -0.16 0.21
H -0.085 -0.124 -2.414 -0.05 0.11 -0.10
H -1.567 -0.916 -4.160 -0.34 -0.22 -0.09
H -2.202 -3.356 -4.290 0.27 0.08 -0.01
H -0.747 -5.047 -3.110 0.14 1.45 -0.07
H 1.041 -4.203 -1.610 -0.62 0.13 0.18
```
Positions in Å, forces in eV/Å.

Values from the calculation:
Net charge = +2
Spin multiplicity = 3
E_HOMO (spin up / spin down) = -14.186 / -14.174 eV
Frontier orbital gap (spin up / spin down) = 7.73 / 7.24 eV
⟨S²⟩ = 2.01

***

No. 3
DFT (ωB97M-V/def2-TZVPD) results for a structure of composition C25H27N7O4RhS3.

XYZ file:
```
67
Properties=species:S:1:pos:R:3:forces:R:3
Rh -0.286 1.017 -0.800 1.86 1.24 0.34
O -2.519 1.116 1.650 -0.05 0.03 -0.19
S -1.264 1.077 2.344 0.48 -0.30 -0.63
O -0.958 2.134 3.258 0.04 -0.01 0.21
N -0.067 0.902 1.202 -1.13 -0.12 0.98
C 1.243 0.894 1.643 0.58 0.09 0.47
C 1.683 0.875 2.965 -0.34 0.02 -0.59
C 3.047 0.918 3.268 0.36 -0.01 -0.12
C 4.004 0.982 2.289 0.05 0.03 0.26
C 3.615 0.983 0.938 -0.19 -0.04 -0.07
C 4.523 1.058 -0.135 -0.24 -0.06 -0.27
C 4.048 1.047 -1.423 0.44 -0.10 0.19
C 2.677 0.943 -1.649 -0.54 -0.15 -0.15
N 1.800 0.874 -0.665 -0.51 0.45 0.00
C 2.237 0.914 0.621 -0.04 -0.04 0.46
C -1.232 -0.477 3.211 -0.05 0.19 -0.06
C -1.584 -0.497 4.551 0.04 0.08 0.00
C -1.675 -1.717 5.204 0.01 -0.02 -0.02
C -1.409 -2.892 4.516 -0.01 -0.07 0.03
C -1.055 -2.858 3.173 -0.02 0.06 0.00
C -0.970 -1.644 2.510 0.02 -0.05 -0.04
H 0.963 0.867 3.766 0.07 0.02 0.09
H 3.352 0.916 4.306 -0.04 0.00 0.01
H 5.054 1.047 2.541 0.00 -0.03 -0.02
H 5.586 1.111 0.060 0.00 0.05 0.04
H 4.722 1.100 -2.266 -0.04 0.00 -0.02
H 2.283 0.887 -2.656 -0.03 0.10 0.01
H -1.775 0.438 5.062 -0.01 -0.04 0.03
H -1.956 -1.750 6.248 0.02 0.00 0.01
H -1.476 -3.843 5.029 0.00 0.01 0.01
H -0.844 -3.779 2.643 0.02 -0.01 0.00
H -0.688 -1.589 1.464 0.01 -0.03 0.03
C -0.759 2.754 -4.604 0.01 0.06 -0.01
C -0.304 2.468 -3.212 -0.12 -0.98 -0.13
N -0.342 1.263 -2.725 -0.31 0.52 -1.69
O -0.886 0.332 -3.580 -0.05 -0.41 -0.23
C 0.194 3.474 -2.338 -0.10 0.71 0.63
C 0.577 4.850 -2.779 0.06 -0.04 0.06
N 0.316 3.140 -1.061 -0.72 -2.31 -0.96
O 0.862 3.792 -0.209 -0.09 0.24 0.84
H -1.522 2.036 -4.893 0.01 0.06 -0.04
H 0.066 2.667 -5.314 0.01 0.01 0.02
H -1.163 3.762 -4.666 0.06 0.03 -0.01
H -0.638 -0.532 -3.204 -0.05 0.03 0.03
H 0.916 4.844 -3.812 0.02 0.05 -0.01
H 1.371 5.226 -2.136 0.03 0.00 -0.06
H -0.266 5.540 -2.691 0.00 0.02 -0.02
S 0.287 -1.831 -1.481 0.10 0.67 -0.02
C 0.073 -3.432 -1.027 -0.18 -0.35 0.20
N 1.039 -4.352 -1.081 -0.07 -0.11 -0.08
C 0.580 -5.695 -0.737 0.03 -0.03 0.03
C -0.906 -5.457 -0.399 -0.04 -0.04 0.06
N -1.040 -4.008 -0.552 0.02 -0.14 -0.04
H 1.953 -4.148 -1.442 0.02 0.12 0.00
H 1.137 -6.091 0.111 -0.01 0.03 0.00
H 0.706 -6.373 -1.580 -0.01 0.01 0.02
H -1.151 -5.765 0.616 0.01 0.01 -0.01
H -1.568 -5.983 -1.088 0.00 0.02 0.01
H -1.930 -3.547 -0.553 0.04 0.13 -0.01
S -4.803 0.258 -0.945 0.28 0.06 -0.04
C -4.490 1.932 -1.106 -0.04 -0.11 0.01
C -3.156 2.151 -1.143 -0.13 0.16 -0.04
N -2.396 1.014 -1.052 0.65 0.37 0.46
C -3.133 -0.052 -0.946 -0.38 -0.17 -0.07
H -5.291 2.649 -1.148 0.04 0.03 -0.01
H -2.677 3.114 -1.228 0.04 -0.03 0.06
H -2.733 -1.051 -0.865 0.10 0.06 0.06
```
Positions in Å, forces in eV/Å.

Values from the calculation:
Net charge = +1
Spin multiplicity = 1
E_HOMO (spin up / spin down) = -10.039 / -10.042 eV
Frontier orbital gap (spin up / spin down) = 6.29 / 6.15 eV

***

No. 4
DFT (ωB97M-V/def2-TZVPD) results for the molecule C20H18N2O7.

XYZ file:
```
47
Properties=species:S:1:pos:R:3:forces:R:3
O 2.918 1.889 -0.122 -2.52 0.82 -1.91
O 1.083 -3.767 0.647 1.34 1.80 2.16
O 2.271 -1.642 -1.737 -0.40 0.55 0.07
N 0.127 -1.358 2.621 -0.20 3.46 -0.77
O 0.182 4.938 1.937 0.07 0.88 -0.91
O 1.857 3.593 2.668 0.45 -1.24 0.14
O -0.051 -2.701 2.901 -0.09 -0.58 -0.12
O 3.047 -3.008 1.365 1.38 1.39 -0.52
C 2.192 0.987 -0.606 1.10 3.92 1.81
C 1.782 -3.288 1.563 -2.39 -2.87 -3.17
C 2.643 -1.421 -0.599 0.44 -0.89 -1.50
C -0.772 -0.598 2.003 0.05 -2.13 1.22
C -1.271 2.046 -3.058 -0.07 0.27 0.81
C -0.604 3.015 -2.303 -0.90 -1.33 -1.34
C -0.928 0.709 -2.916 0.13 1.54 0.10
C -1.257 3.098 1.083 -0.73 3.92 -0.55
C 0.529 2.639 -1.594 0.09 0.16 0.93
C 0.071 0.299 -2.078 1.24 0.32 2.11
C -1.399 1.766 1.172 -0.55 -3.88 1.20
C 0.590 1.484 2.479 -0.90 0.64 -0.36
C -0.154 3.677 1.642 1.58 -2.34 1.81
C 0.790 2.796 2.264 -0.24 2.92 -0.97
C 0.854 1.246 -1.306 0.13 1.25 -2.65
C -0.566 0.907 1.969 -0.54 -0.20 -2.24
N 2.757 -0.145 -0.112 -1.11 -4.24 1.31
C 1.498 4.915 2.530 -0.10 2.32 0.16
C -2.065 -1.189 1.440 0.07 -0.05 0.77
C 1.289 -3.238 2.974 0.67 1.38 0.20
C 3.388 -2.608 0.016 0.34 0.67 0.42
H -2.103 2.339 -3.697 0.19 -0.13 0.07
H -1.052 4.003 -2.417 0.99 0.14 0.40
H -1.471 0.050 -3.507 -0.71 -1.53 -0.74
H -2.024 3.789 0.649 0.61 -1.03 0.19
H 1.031 3.574 -1.289 0.60 -1.30 0.67
H 0.213 -0.764 -1.936 0.30 0.11 -0.12
H -2.289 1.346 0.718 0.10 -0.13 -0.05
H 1.190 0.979 3.134 1.70 -1.46 1.28
H 2.991 -0.009 0.876 0.32 -0.22 -0.76
H 1.415 5.401 3.515 -0.19 -0.29 -0.02
H 2.202 5.638 1.960 -0.78 -1.86 0.22
H -2.296 -2.122 1.985 0.12 0.39 -0.49
H -2.022 -1.367 0.374 0.50 -0.36 -0.29
H -2.919 -0.519 1.513 0.06 0.16 0.50
H 1.386 -4.276 3.301 -0.96 0.13 0.38
H 1.977 -2.600 3.605 -0.99 -0.53 -0.58
H 4.414 -2.300 0.034 0.74 0.35 0.69
H 3.427 -3.329 -0.787 -0.95 -0.89 0.42
```
Positions in Å, forces in eV/Å.

Values from the calculation:
Net charge = 0
Spin multiplicity = 1
E_HOMO = -7.972 eV
Frontier orbital gap = 7.75 eV
SMILES string = C/C(=N\OCC(=O)OCC(=O)NC(=O)c1ccccc1)c1ccc2c(c1)OCO2

***

No. 5
DFT (ωB97M-V/def2-TZVPD) results for a cluster of 5 separate species, C22H47ClO16PS in total.

XYZ file:
```
88
Properties=species:S:1:pos:R:3:forces:R:3
O -2.214 8.465 1.645 0.29 -1.68 -2.16
S -1.687 7.757 0.451 1.73 3.40 2.82
O -0.667 8.535 -0.265 -1.88 -1.93 0.29
Cl -3.326 7.382 -0.760 0.64 -0.21 0.22
C -1.000 6.172 1.076 -0.82 -1.42 -1.39
C -0.817 5.092 -0.025 0.89 0.79 -0.90
C 0.483 5.354 -0.878 -1.70 -1.17 0.61
C 0.601 4.183 -1.890 0.99 0.44 1.39
P 1.923 4.377 -3.256 -1.34 -1.42 -2.56
O 2.140 6.092 -3.119 0.26 0.42 0.85
C 3.345 6.456 -2.495 -0.35 -0.89 -0.20
C 3.794 5.217 -1.633 0.40 0.61 0.07
O 3.261 4.037 -2.166 -0.07 1.10 -0.07
H -1.698 5.778 1.822 0.06 0.67 0.07
H -0.016 6.413 1.487 -0.33 0.45 0.08
H -0.775 4.079 0.394 -0.04 0.31 0.26
H -1.638 5.091 -0.759 -0.07 0.04 0.50
H 0.344 6.337 -1.337 0.50 -0.17 -0.11
H 1.310 5.344 -0.153 0.10 0.26 -0.47
H -0.385 3.942 -2.314 0.30 0.26 -0.24
H 0.894 3.296 -1.289 -0.10 0.24 -0.24
H 2.757 4.462 -4.447 0.62 -0.01 0.25
H 0.796 4.534 -4.181 0.11 0.57 -0.01
H 1.803 2.968 -3.569 0.08 -0.22 0.59
H 3.188 7.411 -1.971 0.12 -0.35 0.40
H 4.162 6.648 -3.217 -0.30 -0.10 -0.19
H 4.897 5.213 -1.694 -0.17 -0.26 0.30
H 3.496 5.301 -0.574 0.11 0.24 -0.10
C 2.547 0.108 0.729 -0.20 -0.33 0.00
C 1.885 1.246 1.475 0.71 0.06 -0.20
O 0.455 1.116 1.454 -0.18 0.10 0.20
C -0.052 0.215 2.288 0.21 0.28 -0.44
O 0.566 -0.477 3.054 -0.01 -0.18 0.21
O -1.376 0.198 2.118 -0.16 -0.05 0.11
C -2.042 -0.797 2.891 -0.25 -0.12 0.10
H 2.149 0.030 -0.284 0.10 0.17 -0.03
H 3.625 0.258 0.674 -0.03 0.07 -0.03
H 2.357 -0.846 1.223 0.07 0.05 0.08
H 2.119 2.188 0.979 -0.33 0.02 -0.06
H 2.248 1.319 2.501 -0.19 -0.14 0.05
H -1.784 -0.718 3.946 0.12 -0.06 -0.05
H -1.797 -1.791 2.515 0.07 -0.01 0.12
H -3.111 -0.632 2.777 0.06 0.13 -0.14
C 1.309 -4.773 2.165 0.20 -0.24 0.02
C 0.814 -4.008 0.956 -0.31 -0.02 0.53
O 1.853 -3.855 -0.019 -0.09 0.16 -0.11
C 2.114 -4.933 -0.752 0.11 0.35 0.15
O 1.558 -5.995 -0.679 -0.16 -0.32 -0.05
O 3.114 -4.632 -1.580 0.06 -0.02 -0.11
C 3.559 -5.731 -2.372 0.19 -0.13 -0.25
H 2.205 -4.304 2.574 -0.11 0.14 0.04
H 0.541 -4.808 2.939 -0.01 0.07 -0.01
H 1.577 -5.798 1.903 -0.12 0.01 -0.06
H 0.523 -3.003 1.259 0.22 0.10 -0.19
H -0.064 -4.481 0.513 0.16 -0.11 -0.12
H 2.732 -6.191 -2.910 -0.03 -0.03 0.13
H 4.058 -6.468 -1.742 -0.12 -0.06 -0.01
H 4.273 -5.340 -3.092 -0.03 0.17 0.11
C -5.188 -5.345 6.550 0.17 0.08 0.21
C -4.465 -5.808 5.301 -0.53 -0.13 0.08
O -3.178 -5.192 5.181 0.00 0.00 -0.18
C -2.230 -5.699 5.967 -0.04 0.31 -0.17
O -2.359 -6.614 6.733 -0.02 -0.29 0.20
O -1.113 -5.005 5.762 0.14 -0.01 -0.04
C -0.032 -5.386 6.613 0.37 0.01 0.13
H -5.242 -4.256 6.577 -0.09 -0.02 -0.10
H -6.199 -5.752 6.581 0.01 0.01 -0.05
H -4.663 -5.665 7.450 -0.02 -0.10 -0.06
H -5.026 -5.505 4.418 0.21 0.11 -0.07
H -4.371 -6.894 5.270 0.15 0.04 0.10
H 0.157 -6.457 6.558 -0.14 0.00 0.06
H -0.245 -5.090 7.640 -0.03 -0.13 0.00
H 0.856 -4.859 6.272 -0.17 0.12 -0.15
C -1.780 -1.249 -3.793 -0.12 0.26 0.00
C -1.006 -1.648 -5.034 0.08 -0.25 0.46
O -1.486 -0.962 -6.195 -0.03 -0.25 -0.18
C -1.090 0.310 -6.296 -0.19 -0.02 -0.05
O -0.384 0.890 -5.526 0.26 0.10 0.23
O -1.631 0.828 -7.399 -0.08 -0.03 -0.20
C -1.350 2.220 -7.565 0.02 0.35 -0.18
H -2.851 -1.393 -3.950 0.03 -0.14 0.00
H -1.463 -1.843 -2.936 0.01 -0.03 -0.04
H -1.626 -0.196 -3.556 0.13 -0.05 0.00
H -1.148 -2.710 -5.231 -0.09 0.07 -0.22
H 0.064 -1.479 -4.908 -0.05 0.18 -0.04
H -0.281 2.416 -7.516 -0.04 -0.02 0.17
H -1.875 2.800 -6.807 0.16 0.00 0.07
H -1.717 2.507 -8.547 -0.08 -0.21 0.00
```
Positions in Å, forces in eV/Å.

Values from the calculation:
Net charge = -1
Spin multiplicity = 1
E_HOMO = -3.683 eV
Frontier orbital gap = 5.46 eV

***

No. 6
DFT (ωB97M-V/def2-TZVPD) results for a cluster of 2 separate species, C3H7NO2 in total.

XYZ file:
```
13
Properties=species:S:1:pos:R:3:forces:R:3
C -0.689 -0.131 0.190 0.01 0.83 -1.08
C -0.383 1.020 1.102 0.83 -1.01 -0.79
C 0.811 1.761 0.802 -0.16 0.64 0.75
O -1.102 -2.213 -1.762 -0.03 -0.16 -0.06
O 1.441 1.739 -0.248 -0.06 -0.26 -0.17
N 0.189 -1.281 0.416 -0.72 -0.41 0.90
H -1.750 -0.358 0.194 0.00 -0.62 0.39
H -0.524 0.214 -0.842 -0.09 0.20 0.09
H -0.881 1.144 2.054 0.05 0.16 0.05
H 1.196 2.415 1.610 -0.10 0.07 0.12
H -1.366 -2.944 -2.335 0.10 0.08 0.15
H -0.075 -1.986 -0.329 0.14 0.65 0.05
H 1.145 -0.960 0.362 0.03 -0.17 -0.42
```
Positions in Å, forces in eV/Å.

Values from the calculation:
Net charge = -1
Spin multiplicity = 2
E_HOMO (spin up / spin down) = -2.917 / -2.900 eV
Frontier orbital gap (spin up / spin down) = 6.66 / 4.95 eV
⟨S²⟩ = 0.76

***

These records have DFT total energy values of -1115.59992; -3609.98426; -2957.97732; -1408.95736; -3270.03111; -323.66743 Eh, in the order they appear.